C28H39BrCl37NO4Si2 | ωB97M-V/def2-TZVPD

For the frontier orbital gap, the calculation gives 9.5 eV. The value obtained for the largest force on an atom is 1.7 eV Å⁻¹. Its HOMO energy is -9.6375 eV.

Each line ends with the Mulliken charge.
CARTESIAN COORDINATES (ANGSTROEM)
C -1.8476 4.0624 -2.0375  0.0602
O -2.3937 3.4269 -3.1676  -0.5178
C -2.1309 2.0361 -3.2034  -0.0152
C -0.8200 1.7126 -3.9341  -0.8040
C 0.0865 0.7480 -3.1763  0.7423
C -0.5466 -0.6283 -2.9284  -1.2383
C -0.6297 -1.0483 -1.4667  0.4757
C 0.7335 -1.0469 -0.7600  -0.3929
C 0.8829 -2.1612 0.2870  0.3851
C -0.3240 -2.3329 1.1866  0.6081
C -0.1266 -3.3603 2.3051  -1.4164
C 1.2172 -3.3179 3.0564  -0.1373
Si 1.4201 -1.7929 4.1488  0.6579
C 3.0314 -2.0167 5.0809  -0.9596
C -0.1030 -1.8526 5.2894  -1.3899
C -1.2994 -1.0340 4.8100  2.0898
C -1.7690 0.0484 5.7943  -1.8666
O -2.3686 -1.9818 4.6765  -0.6438
O 1.4477 -0.4534 3.0868  -0.1096
Si 1.7717 1.0422 3.6940  0.1653
Cl 1.5680 1.1981 5.7447  -0.4779
C 0.6581 2.2520 2.7832  0.5992
C 1.4131 3.3777 2.1760  -0.1972
N 1.5069 4.5253 2.7026  -0.5689
C 3.5416 1.6266 3.2870  -0.3069
C 4.6220 0.8888 4.0057  -0.1762
O 5.2155 -0.0493 3.5569  -0.4239
Br 5.0925 1.5891 5.7809  -0.1883
H -0.8067 4.3413 -2.1895  -0.0863
H -1.9670 3.4702 -1.1365  -0.0701
H -2.4001 4.9866 -1.8928  0.3195
H -2.9590 1.6066 -3.7573  0.2699
H -2.1215 1.6034 -2.2018  -0.0080
H -1.0301 1.3234 -4.9253  0.2439
H -0.2976 2.6582 -4.0640  0.3820
H 0.3996 1.2226 -2.2506  -0.4773
H 0.9809 0.6359 -3.7853  0.1104
H -1.5595 -0.6175 -3.3250  0.1063
H 0.0060 -1.3682 -3.4978  0.5005
H -1.3066 -0.4121 -0.9022  -0.3284
H -1.0047 -2.0674 -1.4664  0.4060
H 1.5632 -1.1051 -1.4601  0.4657
H 0.8700 -0.1107 -0.2146  -0.1961
H 1.0970 -3.0916 -0.2296  0.5532
H 1.7415 -1.8905 0.8889  -0.7171
H -0.5512 -1.3498 1.6047  -0.6197
H -1.2092 -2.6324 0.6326  0.8102
H -0.9486 -3.2789 3.0082  0.3544
H -0.2059 -4.3528 1.8557  0.4223
H 2.0588 -3.3649 2.3706  -0.5989
H 1.2787 -4.1721 3.7281  0.6696
H 3.2917 -1.2152 5.7604  0.3141
H 2.9148 -2.9413 5.6415  0.4303
H 3.8238 -2.2168 4.3676  0.0867
H 0.2167 -1.5067 6.2642  0.4421
H -0.3995 -2.8948 5.3223  0.5891
H -1.0982 -0.5416 3.8550  -0.6166
H -1.3875 1.0079 5.4864  0.3974
H -1.3372 -0.1315 6.7730  0.3126
H -2.8453 0.0516 5.8774  0.3766
H -3.0663 -1.5529 4.1650  0.3494
H -0.1663 2.5928 3.3992  0.4100
H 0.2046 1.6986 1.9617  -0.5716
H 1.8857 3.1691 1.2174  0.1431
H 2.0750 5.0916 2.0735  0.2922
H 3.5476 2.6613 3.6187  0.5470
H 3.7216 1.6027 2.2189  0.4426
C -1.0240 -7.3329 -1.0487  0.3259
Cl -0.6715 -6.2443 -2.3936  -0.0856
Cl -1.5099 -8.9104 -1.6746  -0.0978
Cl 0.4124 -7.5244 -0.0435  -0.0807
Cl -2.3441 -6.6576 -0.0817  -0.0839
C -3.5062 1.5538 2.2558  0.1971
Cl -2.7304 2.1067 3.7434  -0.0795
Cl -4.8608 2.6101 1.8567  -0.0964
Cl -2.3329 1.5698 0.9381  0.0149
Cl -4.1126 -0.0959 2.4692  -0.1068
C -4.8163 -3.0339 -1.5189  0.0389
Cl -3.9003 -4.4519 -0.9836  0.0294
Cl -4.7585 -1.7468 -0.3086  0.0272
Cl -4.1307 -2.4328 -3.0369  -0.0864
Cl -6.5005 -3.5087 -1.7674  -0.0839
C 2.8793 3.9592 -2.5564  0.0547
Cl 4.5353 4.4784 -2.2312  -0.1202
Cl 1.8100 5.3642 -2.5427  -0.1196
Cl 2.7920 3.1628 -4.1254  0.0187
Cl 2.3662 2.8070 -1.3134  0.0046
C -8.0653 -0.0852 -4.3606  0.2833
Cl -6.4876 -0.8576 -4.1815  0.0220
Cl -8.6061 0.5075 -2.7866  -0.1008
Cl -7.9416 1.2683 -5.4896  -0.1075
Cl -9.2300 -1.2626 -4.9771  -0.1055
C 5.2357 -3.2003 1.2987  0.2002
Cl 3.9871 -4.4229 1.0421  -0.0658
Cl 6.4283 -3.2998 -0.0036  -0.1131
Cl 4.5096 -1.5927 1.3059  0.0292
Cl 6.0296 -3.4881 2.8489  -0.0894
C 2.4949 1.0063 -7.4968  0.2707
Cl 3.5764 1.8126 -8.6352  -0.0985
Cl 1.6072 -0.2706 -8.3274  -0.0281
Cl 3.4407 0.3100 -6.1754  -0.0835
Cl 1.3451 2.1821 -6.8433  -0.0820
C -1.1501 -0.4131 -11.2726  0.3622
Cl -0.1407 -1.7982 -10.8342  -0.1132
Cl -0.9336 0.8839 -10.0938  -0.0613
Cl -0.6855 0.1643 -12.8748  -0.0947
Cl -2.8438 -0.9114 -11.2941  -0.0955
C 3.3936 7.0831 5.1893  0.3057
Cl 3.2160 5.3600 5.5319  0.0037
Cl 3.3888 7.3543 3.4389  -0.1082
Cl 2.0546 7.9697 5.9214  -0.1083
Cl 4.9213 7.6612 5.8619  -0.1021

***

C28H39F2N11O6 | ωB97M-V/def2-TZVPD

For the frontier orbital gap, the calculation gives 11.4 eV. The value obtained for the largest force on an atom is 4.0 eV Å⁻¹. Its HOMO energy is -11.0721 eV.

Each line ends with the Mulliken charge.
CARTESIAN COORDINATES (ANGSTROEM)
C 0.0554 -0.3633 0.2206  0.1500
C -1.4214 -0.0104 0.0149  1.3681
O -2.0392 -1.1367 -0.4982  -0.3892
C -1.1618 -2.1718 -0.3993  0.4425
O -1.5066 -3.2920 -0.5386  -0.6078
O 0.0625 -1.7634 -0.1503  0.1962
F -1.4400 0.9508 -0.9601  -0.2253
H 0.5508 -0.2361 1.1989  -0.2993
H 0.8032 0.0484 -0.4378  -0.2790
H -1.8265 0.3104 0.9865  -0.4815
C -0.0050 -0.8172 -5.3278  -0.4486
C -0.1288 -0.1375 -3.9721  0.5715
O 1.0859 0.5047 -3.7728  -0.2157
C 2.0051 -0.0419 -4.6418  0.4344
O 3.1586 0.1656 -4.5415  -0.5179
O 1.4561 -0.9589 -5.4665  -0.3377
F -0.2478 -1.0922 -2.9313  -0.2781
H -0.4439 -0.1463 -6.0587  0.3157
H -0.3894 -1.8278 -5.4276  0.2909
H -1.0594 0.5277 -3.9439  0.0655
C 4.2156 -1.8817 -1.8015  -1.1066
C 3.5041 -1.9551 -0.5418  0.6834
N 3.0379 -1.8785 0.5177  -0.5167
H 3.7624 -1.2057 -2.5526  0.0988
H 4.2710 -2.8679 -2.1960  0.4304
H 5.1934 -1.4695 -1.6098  0.4076
C 3.3695 2.8344 3.8610  -0.6647
C 3.6202 1.3959 3.6868  0.4351
N 3.7655 0.2875 3.4562  -0.4801
H 3.0243 3.0083 4.9097  0.3406
H 2.5973 3.1535 3.1027  0.0970
H 4.3056 3.4145 3.7110  0.3185
C -2.1815 -5.4968 3.1283  -0.8471
C -0.7377 -5.7067 3.3102  0.5378
N 0.4057 -5.7384 3.5046  -0.4934
H -2.5898 -6.0216 2.3391  0.3219
H -2.4494 -4.4804 2.9212  0.1860
H -2.7446 -5.7697 4.0117  0.3240
C 3.6125 1.5704 -0.3922  0.4386
C 4.3411 2.6440 0.2372  0.0797
N 4.9116 3.5062 0.7394  -0.5297
H 2.6751 1.3783 0.1474  -0.4418
H 4.2367 0.6516 -0.4311  0.0932
H 3.2596 1.8678 -1.3843  0.3083
C -5.2253 2.4728 -1.3551  -1.1797
C -4.7867 1.4939 -0.3442  0.6150
N -4.4123 0.8008 0.4787  -0.4917
H -5.9692 2.0311 -2.0169  0.3621
H -4.4129 2.8866 -1.9148  0.2472
H -5.7371 3.2620 -0.9258  0.4527
C 1.2266 5.4821 -1.2029  -1.0686
C 1.0842 4.0727 -0.6991  0.1995
N 0.9012 3.0203 -0.2256  0.0066
H 1.2293 5.4400 -2.3193  0.2774
H 1.9928 6.0221 -0.7303  0.3822
H 0.3361 5.9580 -0.9254  0.3057
C 0.8174 -1.6363 3.6999  -0.5576
C -0.6494 -1.7180 3.5119  0.6088
N -1.7363 -1.8381 3.2350  -0.5706
H 1.2275 -2.3825 4.3742  0.4334
H 1.1977 -0.6605 3.9730  0.2844
H 1.3596 -1.8134 2.7645  -0.1393
C -2.0144 1.8378 3.7804  -1.1159
C -0.6685 2.0739 3.2983  0.5151
N 0.3772 2.3925 2.8686  -0.3601
H -2.4919 1.1409 3.1428  0.3248
H -2.6357 2.7714 3.8751  0.3339
H -1.8521 1.4793 4.8020  0.3693
C 1.6905 -4.7862 0.5891  0.0312
C 2.3665 -4.8499 -0.7221  0.2618
N 2.9277 -4.8936 -1.7267  -0.5658
H 1.7722 -3.6990 0.9038  -0.2876
H 2.0968 -5.5304 1.2483  0.4799
H 0.6603 -5.0023 0.4903  0.1114
C -3.6544 -2.0106 -3.4242  -0.7509
C -3.5234 -0.5727 -3.5757  0.7002
N -3.3851 0.5126 -3.9095  -0.6002
H -2.9342 -2.4553 -4.1319  0.2043
H -4.6148 -2.3899 -3.8207  0.3913
H -3.4156 -2.2966 -2.4246  0.1168
C -2.3684 3.8195 1.0269  0.1555
C -2.2488 4.2190 -0.3451  0.1285
N -2.1909 4.3833 -1.4544  -0.5533
H -2.6070 4.6590 1.6625  0.5259
H -1.4305 3.4095 1.3625  -0.5089
H -3.2128 3.1412 1.0789  0.1503

***

C28H39F3NO2P | ωB97M-V/def2-TZVPD

For the frontier orbital gap, the calculation gives 8.8 eV. Its SMILES is CCP(CC)[C@@H](COCCNC)OC.Fc1ccccc1.Fc1ccccc1.Fc1ccccc1. The value obtained for the largest force on an atom is 0.7 eV Å⁻¹. Its HOMO energy is -8.0599 eV.

Each line ends with the Mulliken charge.
CARTESIAN COORDINATES (ANGSTROEM)
C -4.5991 -1.9303 2.9321  -1.1985
C -3.5577 -0.8124 3.1258  -0.4639
P -2.2570 -0.8942 1.8305  -0.3546
C -2.8858 0.1404 0.4328  -0.4314
C -2.3495 1.5652 0.3016  -0.7677
C -0.7755 -0.0433 2.5785  -0.0579
C 0.4942 -0.3150 1.7549  -1.4120
O 0.7315 0.7475 0.8569  -0.0692
C 1.1115 0.3471 -0.4423  -0.6057
C 2.3673 -0.4855 -0.5441  -0.1024
N 3.5820 0.3025 -0.3307  -0.4893
C 3.9629 0.3773 1.0831  -0.6813
O -0.8622 1.3500 2.8535  -0.0304
C -1.1685 1.6408 4.1981  -0.9087
H -4.2154 -2.6935 2.2558  0.3738
H -5.5190 -1.5451 2.5004  0.2846
H -4.8238 -2.4222 3.8748  0.3599
H -3.0548 -0.9379 4.0844  0.4098
H -4.0687 0.1510 3.1629  0.3682
H -2.6467 -0.4107 -0.4764  0.1731
H -3.9744 0.1678 0.5057  0.5002
H -2.6644 2.0022 -0.6471  0.5226
H -1.2685 1.5620 0.3299  -0.2902
H -2.6778 2.2024 1.1182  0.3761
H -0.6511 -0.5661 3.5334  0.8159
H 1.3493 -0.4311 2.4259  0.1085
H 0.3603 -1.2617 1.2281  0.6651
H 1.2989 1.2670 -0.9952  0.2927
H 0.2864 -0.1736 -0.9471  0.2085
H 2.4034 -0.8581 -1.5697  0.5957
H 2.3316 -1.3691 0.1040  -0.0510
H 4.3293 -0.1837 -0.8101  0.2743
H 3.2484 1.0038 1.6131  0.1185
H 3.9745 -0.6072 1.5658  0.1841
H 4.9451 0.8345 1.1640  0.4216
H -1.0047 2.7042 4.3501  0.2930
H -0.5156 1.0968 4.8855  0.3577
H -2.2132 1.4148 4.4287  0.2910
F 2.7524 -3.5393 1.2364  -0.3507
C 3.4250 -4.1756 0.2525  0.5100
C 2.7070 -4.8029 -0.7446  -0.4493
C 3.4046 -5.4489 -1.7544  -0.3683
C 4.7926 -5.4618 -1.7517  -0.5397
C 5.4883 -4.8222 -0.7355  -0.3318
C 4.8044 -4.1674 0.2787  -0.5112
H 1.6256 -4.7812 -0.7246  0.4829
H 2.8587 -5.9424 -2.5470  0.3765
H 5.3306 -5.9689 -2.5409  0.3797
H 6.5699 -4.8314 -0.7292  0.3669
H 5.3248 -3.6570 1.0780  0.4207
F -0.9545 -3.6073 -3.9903  -0.3038
C -1.3304 -2.3648 -4.3589  0.2197
C -1.2919 -1.3528 -3.4224  -0.3786
C -1.6750 -0.0759 -3.8046  -0.1141
C -2.0917 0.1691 -5.1055  -0.6958
C -2.1229 -0.8679 -6.0274  -0.2704
C -1.7382 -2.1492 -5.6590  -0.5292
H -0.9709 -1.5689 -2.4116  0.5107
H -1.6471 0.7289 -3.0811  0.3857
H -2.3916 1.1657 -5.3995  0.3930
H -2.4494 -0.6811 -7.0416  0.3546
H -1.7506 -2.9706 -6.3622  0.4272
F -1.8258 6.6847 2.7822  -0.3148
C -1.2294 6.1833 1.6784  0.6237
C -1.0752 7.0010 0.5776  -0.5987
C -0.4620 6.4791 -0.5521  -0.2576
C -0.0204 5.1630 -0.5666  -0.8056
C -0.1891 4.3635 0.5555  0.0396
C -0.7974 4.8734 1.6922  -0.7650
H -1.4312 8.0217 0.6115  0.4320
H -0.3293 7.1058 -1.4240  0.3674
H 0.4548 4.7607 -1.4513  0.4185
H 0.1494 3.3344 0.5518  0.4003
H -0.9376 4.2661 2.5753  0.3951